The following is a DFT calculation (wB97M-V/def2-TZVPD) of C20H18BF5N10O2RhS as an isolated structure.

**Gap between HOMO and LUMO (spin up / spin down)**: 6.974 / 4.880 eV
**2S+1**: 2
**Molar mass**: 671.2 u
**Total charge**: +2

Atoms and positions in Å:
Rh1 -0.32262 -0.27674 -0.57743
C1 -3.22760 1.75030 1.65221
C2 -2.89871 0.84915 0.66418
N1 -1.63626 1.05944 0.24058
N2 -1.15324 2.09350 0.98178
C3 -2.08520 2.52179 1.83071
B1 0.26667 2.57551 0.57226
N3 0.29972 2.50124 -1.00546
C4 0.40748 3.49794 -1.89446
C5 0.37114 2.97287 -3.17167
C6 0.22142 1.60650 -2.99079
N4 0.17343 1.32822 -1.68418
N5 1.25130 1.48223 1.06993
C7 2.22053 1.48998 1.99198
C8 2.80816 0.23603 2.02112
C9 2.13112 -0.50451 1.06336
N6 1.21003 0.27908 0.49163
N7 0.66807 3.91591 1.07004
C10 1.81369 4.59206 0.76043
C11 1.83270 5.73966 1.50345
C12 0.65025 5.67654 2.26971
N8 -0.04167 4.58666 2.01751
H1 -4.17287 1.86008 2.15288
H2 -3.53556 0.11359 0.20992
H3 -1.87777 3.36525 2.46692
H4 0.51793 4.51531 -1.55882
H5 0.44773 3.50547 -4.10223
H6 0.14302 0.84022 -3.74276
H7 2.42532 2.38293 2.55950
H8 3.62437 -0.09038 2.64002
H9 2.27404 -1.52127 0.74277
H10 2.51941 4.20915 0.04035
H11 2.59728 6.49552 1.52547
H12 0.28612 6.38176 2.99928
C13 -1.38758 -2.70297 3.49454
O1 -2.19822 -2.75919 2.28275
C14 -1.80494 -2.08896 1.24619
O2 -0.78385 -1.39383 1.18871
N9 -2.67182 -2.17555 0.20254
N10 -2.23783 -1.65942 -1.02408
H13 -2.08496 -2.87583 4.30547
H14 -0.91418 -1.72997 3.58048
H15 -0.64777 -3.49683 3.44367
H16 -3.45062 -2.81875 0.24237
H17 -2.96682 -1.12146 -1.48870
H18 -1.98509 -2.42869 -1.63990
F1 1.60791 -7.22620 -2.59624
C15 1.35588 -5.94936 -2.58158
C16 1.10942 -5.27490 -3.77981
F2 1.13536 -5.93277 -4.91661
C17 0.83676 -3.92767 -3.73830
F3 0.59339 -3.28943 -4.86194
C18 0.80215 -3.19630 -2.51347
S1 0.48637 -1.53889 -2.58470
C19 1.06551 -3.92823 -1.32787
F4 1.04849 -3.30238 -0.15181
C20 1.32846 -5.27039 -1.35124
F5 1.55452 -5.94301 -0.24068